# 1
230
Properties=species:S:1:pos:R:3 method="wB97M-V/def2-TZVPD" total_energy_ev=-171993.21825 s2=6.008 spin_multiplicity=5 charge=-1
Ti -0.39 -3.22 1.25
C 2.01 -0.65 -1.44
F 2.26 -0.25 -2.67
F 2.68 -1.79 -1.26
F 2.57 0.24 -0.61
S 0.09 -0.86 -1.06
O -0.55 0.26 -1.66
O -0.36 -2.12 -1.64
N 0.14 -1.00 0.69
S -0.54 0.32 1.10
O 0.13 1.53 0.68
O -1.99 0.35 0.95
C -0.27 0.31 3.07
F -0.75 1.43 3.57
F -0.85 -0.77 3.60
F 1.04 0.30 3.40
C 2.62 0.69 6.37
C 1.62 0.21 7.48
C 0.31 -0.33 6.88
O -0.58 -0.77 7.92
C -1.73 -1.43 7.40
N 2.27 -0.89 8.18
H 2.70 0.00 5.52
H 3.60 0.93 6.80
H 2.30 1.65 5.97
H 1.42 0.97 8.25
H 0.53 -1.07 6.10
H -0.12 0.53 6.36
H -2.28 -0.81 6.69
H -2.37 -1.57 8.27
H -1.52 -2.39 6.93
H 3.15 -0.55 8.54
H 1.63 -0.99 8.96
C -4.67 -2.92 0.06
C -3.38 -2.98 0.85
C -3.50 -3.49 2.27
O -2.27 -3.40 2.98
C -2.24 -3.99 4.29
N -2.40 -3.78 0.08
H -5.09 -3.92 -0.05
H -4.61 -2.51 -0.95
H -5.46 -2.50 0.68
H -2.98 -1.97 0.97
H -3.80 -4.54 2.27
H -4.26 -2.89 2.77
H -2.23 -5.08 4.19
H -3.09 -3.71 4.91
H -1.37 -3.63 4.84
H -2.84 -4.69 0.01
H -2.47 -3.45 -0.88
C -5.21 4.37 -5.67
C -4.60 3.88 -4.37
C -3.03 3.66 -4.40
O -2.81 2.48 -5.16
C -1.88 1.51 -4.60
N -4.85 5.00 -3.46
H -5.21 3.63 -6.47
H -4.83 5.32 -6.03
H -6.28 4.44 -5.48
H -5.19 3.04 -3.99
H -2.59 3.68 -3.40
H -2.55 4.45 -4.98
H -0.86 1.87 -4.67
H -1.88 0.70 -5.32
H -2.25 1.27 -3.60
H -4.70 4.84 -2.47
H -5.83 5.23 -3.49
C -8.22 0.41 3.48
C -7.13 0.27 2.40
C -5.76 -0.28 2.96
O -5.22 0.78 3.81
C -3.90 0.43 4.18
N -7.62 -0.61 1.38
H -9.04 1.06 3.18
H -7.76 0.69 4.43
H -8.79 -0.50 3.64
H -7.11 1.28 2.00
H -5.10 -0.44 2.10
H -5.82 -1.25 3.46
H -3.86 -0.58 4.59
H -3.49 1.12 4.92
H -3.30 0.47 3.28
H -6.97 -0.63 0.61
H -7.65 -1.53 1.79
C -2.46 4.49 -0.33
C -1.91 5.25 0.87
C -1.39 4.32 1.97
O -1.07 5.12 3.10
C -0.58 4.27 4.19
N -0.98 6.14 0.29
H -1.71 3.88 -0.82
H -2.76 5.19 -1.11
H -3.26 3.77 -0.16
H -2.71 5.85 1.31
H -0.50 3.82 1.58
H -2.06 3.52 2.26
H -0.15 4.87 4.99
H 0.12 3.51 3.84
H -1.43 3.72 4.60
H -0.44 6.53 1.05
H -0.21 5.64 -0.12
C -2.98 -1.99 -3.83
C -2.04 -2.50 -4.96
C -1.11 -3.64 -4.49
O -0.42 -4.28 -5.63
C 0.62 -5.19 -5.20
N -2.85 -3.02 -6.05
H -2.43 -1.75 -2.92
H -3.73 -2.72 -3.52
H -3.53 -1.11 -4.16
H -1.50 -1.68 -5.43
H -1.66 -4.43 -3.99
H -0.37 -3.20 -3.82
H 0.29 -6.00 -4.56
H 1.50 -4.67 -4.80
H 0.91 -5.67 -6.14
H -3.37 -3.84 -5.76
H -2.11 -3.33 -6.66
C 8.17 -6.55 -0.53
C 7.56 -5.81 0.66
C 5.99 -5.95 0.66
O 5.37 -5.42 -0.46
C 5.62 -4.06 -0.68
N 8.03 -6.53 1.84
H 7.92 -5.97 -1.42
H 7.79 -7.56 -0.73
H 9.25 -6.56 -0.47
H 7.98 -4.81 0.66
H 5.63 -5.53 1.60
H 5.69 -7.00 0.66
H 4.94 -3.70 -1.45
H 6.63 -3.80 -1.01
H 5.39 -3.53 0.24
H 7.71 -7.47 2.00
H 8.96 -6.80 1.53
C 5.31 4.02 -4.02
C 4.63 3.37 -5.28
C 3.90 2.03 -4.95
O 3.40 1.43 -6.14
C 2.57 0.25 -5.83
N 3.68 4.33 -5.79
H 4.59 4.20 -3.23
H 5.78 4.99 -4.19
H 6.02 3.34 -3.55
H 5.42 3.21 -6.02
H 3.15 2.16 -4.17
H 4.57 1.31 -4.51
H 2.12 -0.02 -6.79
H 1.85 0.55 -5.06
H 3.13 -0.57 -5.38
H 3.01 3.85 -6.37
H 3.19 4.69 -4.99
C 0.22 -6.92 2.10
C 1.35 -5.77 2.23
C 2.05 -5.34 0.86
O 1.11 -4.97 -0.15
C 1.68 -4.87 -1.46
N 0.72 -4.67 2.99
H 0.26 -7.58 2.97
H 0.54 -7.57 1.28
H -0.74 -6.48 1.86
H 2.12 -6.26 2.83
H 2.65 -6.17 0.50
H 2.76 -4.53 1.04
H 1.06 -4.26 -2.12
H 1.61 -5.81 -2.01
H 2.69 -4.48 -1.49
H 0.59 -5.08 3.90
H 1.34 -3.88 3.04
C 0.71 3.63 -2.58
C 1.84 4.24 -1.75
C 2.21 5.67 -2.10
O 2.85 5.88 -3.30
C 3.23 7.21 -3.52
N 1.31 4.17 -0.38
H -0.14 4.31 -2.67
H 0.22 2.72 -2.23
H 1.10 3.40 -3.57
H 2.72 3.63 -1.95
H 2.82 6.11 -1.31
H 1.26 6.22 -2.07
H 2.40 7.91 -3.38
H 3.58 7.29 -4.55
H 4.01 7.44 -2.80
H 1.92 4.46 0.37
H 1.08 3.20 -0.20
C -4.27 1.20 -1.88
C -5.40 1.01 -0.83
C -6.39 2.26 -0.96
O -5.90 3.57 -0.66
C -5.98 3.94 0.70
N -6.07 -0.19 -1.21
H -3.80 2.18 -1.77
H -4.79 1.26 -2.83
H -3.46 0.48 -1.73
H -5.01 1.07 0.19
H -7.36 2.08 -0.49
H -6.71 2.39 -1.99
H -6.99 4.23 0.96
H -5.46 4.89 0.77
H -5.45 3.23 1.33
H -6.67 0.00 -2.01
H -5.40 -0.88 -1.53
C 2.89 3.01 2.83
C 2.97 4.55 3.09
O 2.69 5.29 1.90
H 3.44 2.65 1.96
H 1.86 2.71 2.62
H 3.13 2.45 3.73
H 3.99 4.79 3.38
H 2.30 4.78 3.92
H 2.39 6.16 2.17
C 6.44 1.28 -0.97
C 6.03 -0.14 -1.54
O 5.98 -0.09 -2.95
H 6.56 1.23 0.11
H 5.76 2.11 -1.14
H 7.42 1.57 -1.36
H 5.07 -0.47 -1.14
H 6.82 -0.80 -1.20
H 6.02 -1.02 -3.21
C 4.00 -2.93 3.38
C 3.35 -2.06 2.28
O 1.98 -2.32 2.10
H 5.07 -2.73 3.41
H 3.87 -4.01 3.29
H 3.64 -2.67 4.37
H 3.83 -2.12 1.30
H 3.55 -1.03 2.57
H 1.49 -1.61 1.68

# 2
221
Properties=species:S:1:pos:R:3 method="wB97M-V/def2-TZVPD" total_energy_ev=-102224.12968 de_lowest_ev=1.9780 spin_multiplicity=1 charge=0
C 2.78 5.63 -0.55
C 3.22 4.21 -0.87
C 4.08 4.22 -2.14
O 4.29 2.88 -2.58
C 4.82 2.77 -3.87
N 4.08 3.63 0.19
H 2.21 6.20 -1.24
H 3.67 6.22 -0.54
H 2.14 5.70 0.33
H 2.41 3.54 -1.13
H 5.08 4.64 -2.01
H 3.62 4.65 -3.01
H 5.21 1.76 -4.03
H 5.72 3.38 -3.89
H 4.15 3.10 -4.67
H 4.74 3.00 -0.24
H 3.50 3.04 0.80
C -1.75 -0.33 -4.09
C -2.08 -1.53 -3.18
C -1.79 -2.86 -3.85
O -2.51 -3.00 -5.03
C -2.55 -4.33 -5.58
N -1.28 -1.46 -1.97
H -0.70 -0.27 -4.25
H -2.17 0.54 -3.59
H -2.28 -0.40 -5.03
H -3.16 -1.48 -3.00
H -2.00 -3.65 -3.14
H -0.72 -2.90 -4.05
H -3.08 -4.22 -6.55
H -3.20 -4.97 -4.95
H -1.57 -4.84 -5.65
H -1.52 -2.22 -1.37
H -1.44 -0.62 -1.41
C 4.92 2.26 4.54
C 4.32 2.41 3.19
C 4.16 1.07 2.50
O 5.47 0.67 2.02
C 5.48 -0.64 1.55
N 3.04 3.12 3.33
H 4.22 1.63 5.10
H 4.93 3.26 5.01
H 5.89 1.77 4.51
H 4.99 2.91 2.45
H 3.48 1.15 1.60
H 3.80 0.30 3.17
H 5.35 -1.38 2.36
H 6.45 -0.81 1.03
H 4.77 -0.86 0.80
H 2.39 2.55 3.90
H 2.61 3.42 2.45
C -4.59 1.62 4.04
C -5.11 0.32 3.30
C -5.93 -0.48 4.30
O -6.56 -1.47 3.59
C -7.45 -2.31 4.33
N -5.93 0.71 2.14
H -3.99 2.20 3.34
H -4.03 1.25 4.91
H -5.40 2.20 4.46
H -4.27 -0.28 2.93
H -6.72 0.20 4.70
H -5.30 -0.89 5.11
H -7.73 -3.06 3.56
H -8.36 -1.77 4.72
H -6.94 -2.82 5.14
H -6.68 1.31 2.46
H -6.37 -0.06 1.64
C -1.85 -1.68 -8.58
C -1.20 -0.56 -7.84
C -0.03 -1.27 -7.01
O 0.81 -0.22 -6.44
C 1.77 -0.72 -5.50
N -0.72 0.40 -8.78
H -1.05 -2.21 -9.08
H -2.61 -1.36 -9.31
H -2.20 -2.37 -7.81
H -1.90 -0.12 -7.13
H 0.56 -1.89 -7.68
H -0.30 -1.80 -6.11
H 2.31 0.14 -5.10
H 2.49 -1.38 -5.99
H 1.25 -1.21 -4.69
H -0.50 1.34 -8.50
H 0.03 0.08 -9.36
C -1.36 2.97 -6.45
C 0.04 3.58 -6.50
C 0.59 3.58 -5.04
O 1.94 4.05 -4.95
C 2.16 5.44 -5.10
N 0.92 2.85 -7.42
H -1.28 1.92 -6.21
H -1.90 3.08 -7.38
H -1.97 3.42 -5.70
H -0.03 4.59 -6.93
H 0.66 2.51 -4.71
H -0.10 4.01 -4.31
H 3.20 5.52 -5.30
H 1.96 5.95 -4.16
H 1.50 5.90 -5.86
H 1.86 3.17 -7.47
H 0.98 1.84 -7.27
C -3.17 1.59 -0.52
C -3.37 3.09 -0.39
C -2.79 3.89 -1.52
O -1.43 3.73 -1.81
C -0.60 4.36 -0.89
N -4.84 3.31 -0.37
H -2.20 1.37 -0.96
H -3.89 1.19 -1.18
H -3.25 1.01 0.39
H -2.85 3.41 0.54
H -3.08 4.98 -1.39
H -3.38 3.59 -2.42
H -0.53 3.96 0.11
H -0.82 5.45 -0.70
H 0.41 4.43 -1.33
H -5.34 2.68 0.25
H -5.08 4.27 -0.05
C 3.00 -1.66 5.11
C 1.58 -2.11 4.89
C 0.74 -1.14 4.02
O 0.73 0.18 4.55
C -0.04 0.29 5.70
N 1.47 -3.45 4.23
H 3.00 -0.66 5.62
H 3.44 -1.56 4.12
H 3.56 -2.33 5.78
H 1.01 -2.11 5.79
H -0.26 -1.54 3.88
H 1.27 -1.08 3.05
H 0.34 -0.29 6.55
H -1.02 -0.11 5.50
H -0.03 1.33 6.05
H 0.53 -3.71 4.00
H 2.06 -3.44 3.39
C -1.28 -3.60 7.44
C -2.73 -3.20 7.35
C -3.30 -3.44 5.95
O -2.60 -2.69 5.04
C -3.04 -2.94 3.68
N -3.37 -4.13 8.26
H -0.64 -2.92 6.92
H -1.16 -4.57 7.01
H -0.97 -3.60 8.50
H -2.80 -2.14 7.59
H -4.38 -3.19 5.93
H -3.25 -4.53 5.75
H -3.09 -4.02 3.49
H -2.20 -2.51 3.09
H -3.96 -2.47 3.44
H -2.89 -4.10 9.15
H -4.34 -3.94 8.44
C -0.22 -4.34 0.74
C -0.11 -5.87 0.92
C -0.85 -6.49 2.12
O -0.21 -6.14 3.32
C -0.96 -6.56 4.47
N -0.54 -6.52 -0.29
H -1.30 -4.02 0.62
H 0.27 -4.02 -0.15
H 0.22 -3.80 1.59
H 0.95 -6.16 1.12
H -0.81 -7.54 1.94
H -1.96 -6.23 2.08
H -1.10 -7.64 4.44
H -1.85 -5.98 4.68
H -0.24 -6.36 5.25
H -1.53 -6.36 -0.47
H -0.25 -7.49 -0.37
C 0.37 7.43 3.32
C 1.19 6.32 4.01
C 0.42 5.03 4.00
O 0.19 4.55 2.70
C -0.47 3.31 2.58
N 2.54 6.36 3.41
H -0.59 7.53 3.83
H 0.11 7.23 2.30
H 0.88 8.37 3.25
H 1.25 6.65 5.04
H -0.50 5.20 4.57
H 0.98 4.22 4.52
H -1.56 3.42 2.66
H -0.12 2.56 3.33
H -0.22 2.90 1.58
H 2.45 6.59 2.44
H 3.08 5.51 3.62
C 2.26 -4.90 -4.98
C 2.05 -5.35 -3.51
C 2.36 -4.26 -2.51
O 3.71 -3.87 -2.62
C 4.13 -2.75 -1.84
N 0.69 -5.89 -3.28
H 1.68 -3.98 -5.18
H 1.88 -5.70 -5.61
H 3.29 -4.57 -5.27
H 2.73 -6.21 -3.29
H 2.14 -4.80 -1.58
H 1.68 -3.36 -2.64
H 5.18 -2.60 -2.08
H 3.93 -2.90 -0.75
H 3.53 -1.86 -2.08
H 0.62 -6.33 -2.35
H 0.11 -5.05 -3.26
C 1.03 1.45 -2.05
C 1.73 1.14 -0.79
C 1.01 0.07 0.08
O -0.41 0.40 0.26
C -0.93 -0.35 1.31
N 3.05 0.60 -1.15
H 1.44 2.39 -2.47
H -0.04 1.56 -1.87
H 1.18 0.61 -2.74
H 1.81 1.98 -0.07
H 1.46 -0.08 1.09
H 1.17 -0.86 -0.48
H -0.54 -1.34 1.33
H -2.02 -0.44 1.29
H -0.68 0.06 2.30
H 3.68 1.32 -1.51
H 3.46 0.27 -0.23